No. 1
DFT (ωB97M-V with the def2-TZVPD basis set) results for a cluster of 3 separate species, C6H16O2 in total.

Each line ends with the Löwdin charge.
CARTESIAN COORDINATES (ANGSTROEM)
C1 -0.81903 0.43468 -0.84250  -0.186
H1 -0.19332 -0.33418 -0.36847  0.113
C2 -1.64499 0.98090 0.32350  -0.369
H2 1.70296 2.68533 -1.67677  0.070
C3 -2.71980 0.07702 0.83622  -0.063
C4 1.37970 1.73866 -1.24180  -0.112
H3 -3.62930 0.33926 0.28534  0.091
H4 -0.58081 2.81945 0.45409  0.045
H5 5.25811 -2.76948 -0.26620  0.017
H6 -0.05224 1.08513 -2.75645  0.099
H7 3.93305 -2.20463 -0.30912  0.025
O1 -0.45258 -2.59040 2.17325  -0.035
H8 2.11418 0.94779 -1.38487  0.064
H9 -2.43246 -0.95409 0.66594  0.059
H10 -2.01887 2.66553 1.54951  0.062
H11 -2.96590 0.27441 1.87681  0.082
C5 -0.04807 1.41917 -1.72454  -0.253
H12 0.18558 -1.87668 2.27927  0.039
O2 4.39394 -3.00444 -0.56557  -0.043
H13 -0.91148 -2.37622 1.38692  -0.016
H14 -1.52473 -0.08348 -1.50335  0.113
H15 -0.57181 2.37768 -1.71101  0.099
C6 -1.37631 2.19330 0.81379  0.038
H16 1.38020 1.91554 -0.16526  0.060

Summary:
E_LUMO: 0.0158 Eh
strongest force on any atom: 1.6 eV/Å
frontier orbital gap: 0.35953 hartree
spin multiplicity: 1
electronic energy: -10575.584 eV
SMILES string: C=C(C)CCC.O.O
energy above the lowest of the compared OMol25 structures with the same formula, charge and spin: 22.1 kcal/mol

No. 2
DFT (ωB97M-V with the def2-TZVPD basis set) results for a cluster of 3 separate species, C6H16O2 in total.

Each line ends with the Löwdin charge.
CARTESIAN COORDINATES (ANGSTROEM)
H1 -1.66035 -1.63512 1.95435  0.069
H2 -1.91184 -1.42972 -1.04300  0.107
H3 -1.51499 -0.03174 1.30391  0.063
C1 0.23078 0.20951 -0.99366  -0.042
C2 2.61905 -1.67706 -0.17453  -0.092
C3 1.14585 -1.99488 -0.13157  -0.130
H4 1.00867 0.86294 -0.67873  0.057
H5 0.92303 -3.00624 0.17490  0.097
C4 -1.28673 -1.64459 -0.17350  -0.231
O1 -2.24424 3.40494 -0.37625  -0.053
H6 3.19189 -2.57012 -0.42068  0.068
H7 -2.98271 -0.98775 1.03143  0.069
H8 1.30289 3.05082 1.11418  0.030
H9 0.25253 0.14537 -2.08296  0.094
H10 2.52673 3.89556 0.92161  0.039
H11 -2.22549 2.47385 -0.60959  0.009
C5 -1.89180 -1.02471 1.08691  -0.099
H12 2.94499 -1.31548 0.80136  0.072
H13 -1.26119 -2.72833 -0.09257  0.099
O2 1.69220 3.66633 0.47967  -0.068
C6 0.13998 -1.17570 -0.41509  -0.317
H14 -0.68849 0.76988 -0.76373  0.059
H15 -3.13069 3.59341 -0.05675  0.033
H16 2.81991 -0.85117 -0.85570  0.067

Summary:
E_LUMO: 0.0247 Eh
strongest force on any atom: 1.1 eV/Å
frontier orbital gap: 0.35199 hartree
spin multiplicity: 1
electronic energy: -10575.812 eV
SMILES string: C/C=C(\C)CC.O.O
energy above the lowest of the compared OMol25 structures with the same formula, charge and spin: 16.8 kcal/mol

No. 3
DFT (ωB97M-V with the def2-TZVPD basis set) results for a cluster of 3 separate species, C6H16O2 in total.

Each line ends with the Löwdin charge.
CARTESIAN COORDINATES (ANGSTROEM)
H1 -1.90402 0.16448 -0.50656  0.105
H2 -0.50140 0.07956 2.29448  0.083
C1 -0.01792 0.79351 -2.65091  -0.108
H3 2.54178 -3.21610 -0.10376  0.019
H4 -0.76793 2.28682 -0.61003  0.108
O1 1.99964 -2.48212 -0.34136  -0.044
H5 -0.37737 1.76478 -2.93152  0.066
C2 -0.15053 1.47328 -0.22394  -0.236
H6 -3.21707 -0.84380 1.17172  0.066
H7 -0.82318 0.08709 -2.69980  0.059
H8 0.90883 -0.23981 -1.02692  0.071
H9 2.83338 0.62928 2.00988  0.012
C3 -1.19489 0.45720 0.25702  -0.102
C4 -2.30577 -1.08682 1.68349  -0.132
C5 -1.24462 -0.06649 1.53290  -0.138
H10 0.38679 2.03063 0.51618  0.091
C6 0.68018 0.76864 -1.28348  -0.257
H11 -1.90534 -2.00521 1.26400  0.074
H12 1.99279 -1.95257 0.45871  0.015
H13 1.67488 1.32355 -1.37090  0.127
O2 1.94953 0.34005 2.11654  -0.072
H14 1.45018 0.58795 1.24445  0.050
H15 -2.50251 -1.33486 2.73961  0.075
H16 0.49456 0.44096 -3.53981  0.067

Summary:
E_LUMO: 0.0253 Eh
strongest force on any atom: 4.1 eV/Å
frontier orbital gap: 0.34927 hartree
spin multiplicity: 1
electronic energy: -10575.108 eV
SMILES string: C/C=C/CCC.O.O
energy above the lowest of the compared OMol25 structures with the same formula, charge and spin: 33.0 kcal/mol

> Which of these has the highest E_LUMO?

number 3

Repeat the third record exactly.
DFT (ωB97M-V with the def2-TZVPD basis set) results for a cluster of 3 separate species, C6H16O2 in total.

Each line ends with the Löwdin charge.
CARTESIAN COORDINATES (ANGSTROEM)
H1 -1.90402 0.16448 -0.50656  0.105
H2 -0.50140 0.07956 2.29448  0.083
C1 -0.01792 0.79351 -2.65091  -0.108
H3 2.54178 -3.21610 -0.10376  0.019
H4 -0.76793 2.28682 -0.61003  0.108
O1 1.99964 -2.48212 -0.34136  -0.044
H5 -0.37737 1.76478 -2.93152  0.066
C2 -0.15053 1.47328 -0.22394  -0.236
H6 -3.21707 -0.84380 1.17172  0.066
H7 -0.82318 0.08709 -2.69980  0.059
H8 0.90883 -0.23981 -1.02692  0.071
H9 2.83338 0.62928 2.00988  0.012
C3 -1.19489 0.45720 0.25702  -0.102
C4 -2.30577 -1.08682 1.68349  -0.132
C5 -1.24462 -0.06649 1.53290  -0.138
H10 0.38679 2.03063 0.51618  0.091
C6 0.68018 0.76864 -1.28348  -0.257
H11 -1.90534 -2.00521 1.26400  0.074
H12 1.99279 -1.95257 0.45871  0.015
H13 1.67488 1.32355 -1.37090  0.127
O2 1.94953 0.34005 2.11654  -0.072
H14 1.45018 0.58795 1.24445  0.050
H15 -2.50251 -1.33486 2.73961  0.075
H16 0.49456 0.44096 -3.53981  0.067

Summary:
E_LUMO: 0.0253 Eh
strongest force on any atom: 4.1 eV/Å
frontier orbital gap: 0.34927 hartree
spin multiplicity: 1
electronic energy: -10575.108 eV
SMILES string: C/C=C/CCC.O.O
energy above the lowest of the compared OMol25 structures with the same formula, charge and spin: 33.0 kcal/mol

> The lowest energy above the lowest of the compared OMol25 structures with the same formula, charge and spin belongs to which entry?

number 2

> Which of these has the lowest frontier orbital gap?

number 3